No. 1
{
  "formula": "C40H113N7O19",
  "method": "ωB97M-V/def2-TZVPD",
  "elements": ["O", "O", "O", "O", "O", "O", "O", "O", "O", "O", "O", "O", "O", "O", "O", "O", "O", "O", "O", "N", "N", "N", "N", "N", "N", "N", "C", "C", "C", "C", "C", "C", "C", "C", "C", "C", "C", "C", "C", "C", "C", "C", "C", "C", "C", "C", "C", "C", "C", "C", "C", "C", "C", "C", "C", "C", "C", "C", "C", "C", "C", "C", "C", "C", "C", "C", "H", "H", "H", "H", "H", "H", "H", "H", "H", "H", "H", "H", "H", "H", "H", "H", "H", "H", "H", "H", "H", "H", "H", "H", "H", "H", "H", "H", "H", "H", "H", "H", "H", "H", "H", "H", "H", "H", "H", "H", "H", "H", "H", "H", "H", "H", "H", "H", "H", "H", "H", "H", "H", "H", "H", "H", "H", "H", "H", "H", "H", "H", "H", "H", "H", "H", "H", "H", "H", "H", "H", "H", "H", "H", "H", "H", "H", "H", "H", "H", "H", "H", "H", "H", "H", "H", "H", "H", "H", "H", "H", "H", "H", "H", "H", "H", "H", "H", "H", "H", "H", "H", "H", "H", "H", "H", "H", "H", "H", "H", "H", "H", "H"],
  "xyz": [[2.53, -18.00, 23.03], [-2.54, -18.12, 25.01], [0.14, -14.19, 20.49], [-3.45, -14.30, 25.90], [1.48, -17.94, 27.37], [-4.59, -12.54, 20.44], [4.01, -15.03, 21.59], [-2.89, -16.64, 27.23], [1.28, -10.57, 22.98], [-3.47, -11.62, 24.64], [2.07, -17.60, 18.78], [0.44, -12.61, 16.37], [-0.09, -15.58, 14.23], [-2.10, -16.64, 16.73], [-0.37, -7.58, 17.16], [-1.91, -19.33, 21.15], [1.14, -14.04, 28.76], [-1.68, -12.31, 20.07], [-3.47, -21.44, 21.52], [-1.71, -11.02, 17.22], [-3.38, -14.56, 18.11], [5.16, -16.73, 17.01], [3.17, -15.08, 25.76], [-1.14, -12.63, 26.27], [-0.47, -16.95, 22.70], [3.30, -12.86, 22.94], [0.00, -13.41, 28.17], [0.67, -9.35, 23.22], [1.40, -11.93, 26.45], [-1.08, -8.75, 16.68], [2.88, -11.71, 20.78], [3.25, -17.87, 18.14], [-1.57, -16.83, 26.80], [-1.44, -20.24, 22.10], [1.79, -16.70, 26.70], [-4.01, -13.95, 24.65], [-1.66, -16.44, 18.06], [-1.28, -17.65, 16.16], [3.89, -16.13, 27.92], [-4.57, -12.59, 24.56], [3.27, -16.30, 26.56], [-3.78, -11.47, 20.80], [3.59, -15.94, 22.57], [-0.11, -6.73, 16.04], [-0.31, -14.67, 15.36], [3.82, -16.54, 17.65], [1.20, -13.92, 30.20], [-0.20, -14.50, 23.31], [0.04, -10.11, 18.54], [2.00, -19.04, 26.62], [-3.80, -16.59, 19.30], [-0.62, -15.59, 22.28], [0.27, -15.43, 21.06], [-2.03, -21.55, 21.67], [0.20, -12.94, 26.69], [2.66, -10.44, 23.07], [-1.24, -9.74, 17.81], [-2.73, -15.64, 18.83], [-2.41, -11.92, 21.21], [0.90, -13.98, 19.32], [1.53, -18.75, 19.41], [0.44, -13.38, 15.16], [3.23, -17.30, 22.02], [3.38, -11.56, 22.28], [2.95, -15.95, 16.60], [-1.47, -18.10, 25.96], [2.34, -12.40, 26.90], [2.24, -19.11, 20.14], [-1.09, -12.42, 25.26], [3.32, -12.62, 20.29], [4.10, -17.82, 21.66], [-1.31, -16.00, 26.17], [-1.65, -15.31, 21.98], [3.99, -18.32, 18.82], [-1.75, -20.00, 23.13], [3.79, -12.85, 23.87], [-3.92, -21.69, 22.31], [-0.70, -15.91, 18.03], [-0.29, -11.96, 16.50], [0.37, -13.87, 26.08], [-5.20, -12.45, 23.67], [1.84, -11.83, 20.71], [-1.37, -14.47, 15.50], [-1.49, -17.41, 18.56], [5.80, -17.33, 17.53], [-1.77, -22.41, 22.31], [-2.64, -13.97, 17.69], [-0.39, -9.57, 23.48], [-1.73, -18.65, 16.43], [2.10, -14.46, 30.53], [-5.11, -12.54, 25.55], [-0.86, -16.88, 27.66], [0.80, -8.63, 22.40], [-1.82, -11.15, 21.75], [-1.00, -14.35, 24.04], [3.00, -10.46, 24.13], [-3.34, -17.31, 19.95], [4.41, -11.20, 22.27], [-4.57, -16.07, 19.86], [-3.83, -14.95, 17.28], [-0.38, -20.31, 21.98], [4.34, -16.11, 23.30], [-4.21, -13.08, 19.68], [-1.07, -17.59, 22.17], [-3.81, -10.73, 24.57], [3.79, -17.07, 28.47], [4.96, -15.88, 27.86], [-0.81, -14.13, 28.16], [3.01, -14.38, 26.47], [0.63, -18.44, 19.94], [-0.52, -18.10, 25.43], [0.00, -12.82, 14.34], [2.95, -9.54, 22.54], [0.08, -15.16, 16.24], [1.53, -11.83, 25.35], [-1.53, -11.78, 26.71], [-4.82, -14.57, 24.30], [0.82, -10.41, 17.82], [3.39, -14.97, 16.35], [0.48, -5.91, 16.39], [5.47, -15.77, 16.99], [-0.14, -10.87, 19.25], [1.30, -16.74, 25.69], [-2.60, -10.89, 16.77], [3.72, -17.06, 25.91], [1.56, -17.82, 22.85], [3.99, -14.13, 22.02], [-2.25, -15.14, 19.67], [0.38, -9.21, 19.07], [1.30, -19.60, 18.77], [3.17, -10.80, 20.26], [3.06, -19.04, 26.63], [-0.22, -17.66, 16.44], [1.46, -13.68, 14.92], [-0.15, -12.52, 28.83], [-3.77, -10.77, 20.01], [0.11, -16.21, 20.29], [-0.50, -15.24, 13.44], [4.07, -14.82, 25.29], [-4.32, -10.96, 21.58], [1.33, -15.56, 21.35], [-1.28, -17.57, 15.07], [1.27, -15.93, 27.27], [-1.86, -11.72, 17.97], [3.38, -15.33, 28.47], [-2.11, -8.45, 16.38], [0.56, -14.62, 18.50], [-3.19, -15.86, 26.75], [1.92, -14.26, 19.54], [1.40, -12.94, 30.54], [0.67, -12.95, 19.04], [-1.16, -13.10, 20.32], [-1.08, -6.41, 15.63], [2.32, -12.98, 23.26], [1.62, -19.97, 27.07], [2.98, -18.60, 17.39], [1.73, -18.89, 25.56], [-0.77, -17.08, 23.67], [0.69, -14.79, 23.94], [0.47, -7.17, 15.21], [3.77, -15.83, 18.48], [-2.81, -19.07, 21.44], [2.73, -15.63, 23.17], [-3.34, -17.89, 25.50], [2.91, -16.59, 15.74], [-0.59, -9.28, 15.84], [2.58, -17.18, 21.14], [-2.01, -9.30, 18.47], [-1.69, -21.63, 20.63], [0.34, -14.30, 30.74], [-4.30, -17.10, 18.44], [1.27, -10.96, 26.95], [-2.57, -12.82, 21.85], [-1.36, -18.99, 26.61], [1.93, -15.84, 16.98], [-0.03, -13.53, 22.79], [-2.60, -13.78, 25.98], [1.12, -8.90, 24.13], [-3.27, -14.11, 23.89]],
  "lowdin_charge": [-0.100, -0.079, -0.227, -0.087, -0.200, -0.079, -0.096, -0.065, -0.208, -0.087, -0.211, -0.111, -0.074, -0.193, -0.181, -0.091, -0.228, -0.105, -0.061, 0.034, 0.056, 0.044, 0.054, 0.022, 0.096, 0.045, -0.170, -0.124, -0.023, -0.207, -0.014, -0.238, -0.254, -0.271, -0.208, -0.272, -0.200, -0.115, -0.043, -0.199, -0.422, -0.280, -0.303, -0.112, -0.224, -0.421, -0.082, -0.027, -0.044, -0.091, -0.047, -0.388, -0.216, -0.214, -0.402, -0.234, -0.407, -0.420, -0.226, -0.048, -0.090, -0.232, -0.261, -0.359, -0.068, -0.220, 0.082, 0.077, 0.080, 0.087, 0.118, 0.094, 0.134, 0.125, 0.120, 0.108, 0.062, 0.085, 0.026, 0.115, 0.127, 0.031, 0.113, 0.125, 0.069, 0.128, 0.074, 0.096, 0.108, 0.087, 0.136, 0.123, 0.098, 0.123, 0.043, 0.128, 0.050, 0.135, 0.081, 0.091, 0.117, 0.097, 0.081, 0.060, 0.073, 0.086, 0.083, 0.114, 0.034, 0.071, 0.077, 0.119, 0.122, 0.072, 0.050, 0.110, 0.129, 0.094, 0.091, 0.074, 0.064, 0.030, 0.114, 0.084, 0.132, 0.072, 0.023, 0.112, 0.081, 0.094, 0.081, 0.063, 0.087, 0.115, 0.133, 0.099, 0.120, 0.074, 0.090, 0.107, 0.117, 0.079, 0.093, 0.065, 0.068, 0.129, 0.062, 0.037, 0.088, 0.066, 0.078, 0.047, 0.086, 0.081, 0.102, 0.132, 0.077, 0.062, 0.074, 0.091, 0.132, 0.093, 0.083, 0.079, 0.086, 0.135, 0.084, 0.137, 0.123, 0.089, 0.104, 0.076, 0.123, 0.125, 0.058, 0.091, 0.061, 0.089, 0.096],
  "e_lumo_ha": 0.0120,
  "multiplicity": 1,
  "total_charge": 0,
  "homo_ev": -9.158
}

***

No. 2
{
  "formula": "C22H18ClF3NO3PRh",
  "method": "ωB97M-V/def2-TZVPD",
  "elements": ["Rh", "Cl", "P", "F", "F", "F", "O", "O", "O", "N", "C", "C", "C", "C", "C", "C", "C", "C", "C", "C", "C", "C", "C", "C", "C", "C", "C", "C", "C", "C", "C", "C", "H", "H", "H", "H", "H", "H", "H", "H", "H", "H", "H", "H", "H", "H", "H", "H", "H", "H"],
  "xyz": [[0.07, 0.26, 0.13], [-4.13, 2.77, -0.93], [2.18, -0.18, -0.87], [-1.60, 0.42, 2.51], [0.01, -1.03, 2.68], [0.42, 1.08, 2.92], [-1.92, 0.62, -0.94], [-1.79, -1.96, 0.14], [-0.47, 2.24, -0.79], [-0.62, -1.70, -0.52], [-2.58, 2.77, -1.80], [4.39, -1.02, 2.44], [3.49, 3.34, -2.39], [3.33, -0.80, 1.57], [2.55, -4.20, -3.09], [2.43, 2.15, -4.20], [1.28, -2.80, -1.58], [3.09, 3.28, -3.72], [5.69, -0.83, 2.02], [2.61, 1.13, -2.03], [5.94, -0.42, 0.71], [-0.32, 0.20, 2.24], [3.24, 2.28, -1.54], [4.90, -0.19, -0.17], [2.18, -1.75, -1.81], [3.58, -0.38, 0.27], [1.50, -4.02, -2.22], [0.05, -2.74, -0.80], [-1.61, 1.83, -1.13], [3.25, -1.94, -2.69], [2.18, 1.08, -3.35], [3.42, -3.15, -3.34], [-0.40, -3.70, -0.52], [3.54, 2.34, -0.50], [4.19, -1.34, 3.46], [2.31, -0.96, 1.91], [6.96, -0.28, 0.38], [3.95, -1.14, -2.86], [2.69, -5.16, -3.58], [-2.18, 3.78, -1.82], [3.99, 4.23, -2.02], [6.51, -1.00, 2.70], [0.82, -4.85, -2.03], [-2.77, 2.41, -2.81], [1.66, 0.21, -3.72], [4.25, -3.28, -4.03], [5.11, 0.14, -1.17], [-2.37, -1.21, -0.08], [3.28, 4.11, -4.38], [2.11, 2.11, -5.23]],
  "mulliken_spin": [2.844, 0.003, 0.046, 0.041, 0.043, 0.044, 0.204, 0.015, 0.169, 0.077, 0.008, 0.015, -0.009, 0.047, -0.003, -0.008, 0.015, 0.024, 0.004, 0.004, 0.002, 0.308, 0.018, -0.002, 0.002, -0.023, 0.009, 0.053, -0.002, -0.011, 0.018, 0.009, 0.013, -0.004, 0.001, 0.010, 0.000, 0.003, 0.000, 0.002, 0.000, 0.000, 0.001, 0.001, 0.000, 0.000, 0.003, 0.006, 0.001, 0.000],
  "e_lumo_ha": [-0.1321, -0.2193],
  "multiplicity": 5,
  "total_charge": 1,
  "homo_ev": [-11.706, -12.546],
  "s_squared": 6.01
}

***

No. 3
{
  "formula": "C35H25ClF10N3OsP",
  "method": "ωB97M-V/def2-TZVPD",
  "elements": ["Os", "Cl", "P", "F", "F", "F", "F", "F", "F", "F", "F", "F", "F", "N", "N", "N", "C", "C", "C", "C", "C", "C", "C", "C", "C", "C", "C", "C", "C", "C", "C", "C", "C", "C", "C", "C", "C", "C", "C", "C", "C", "C", "C", "C", "C", "C", "C", "C", "C", "C", "C", "H", "H", "H", "H", "H", "H", "H", "H", "H", "H", "H", "H", "H", "H", "H", "H", "H", "H", "H", "H", "H", "H", "H", "H", "H"],
  "xyz": [[-0.34, 1.56, 0.66], [-0.44, 1.58, 2.92], [0.22, -0.75, 0.84], [-5.91, -1.26, -0.89], [4.27, 2.44, -0.89], [3.40, -3.62, -0.05], [5.33, -2.87, -1.61], [-4.78, -2.08, -3.22], [5.73, -0.56, -2.66], [-4.60, 0.45, 0.72], [-2.33, -1.17, -3.93], [-1.02, 0.56, -2.35], [1.86, -2.69, 2.01], [-2.12, 1.53, 0.01], [1.39, 2.02, 0.04], [-0.64, 3.63, -0.02], [4.20, -1.10, 0.32], [1.83, -0.36, -0.56], [-2.23, 0.12, -1.98], [-1.13, -2.63, 4.39], [4.66, -0.56, -1.84], [4.77, 0.09, -0.45], [0.58, 4.29, 0.48], [-2.57, -3.44, -0.46], [-0.63, -2.03, -0.14], [-0.76, -2.42, 3.07], [1.88, -1.43, 1.47], [3.33, -2.42, -0.53], [3.74, 1.19, -0.90], [2.23, 1.07, -0.60], [-1.06, -0.26, 4.81], [-0.70, 3.75, -1.49], [-1.91, -2.45, 0.24], [-2.88, 2.82, 0.13], [-4.73, -0.80, -1.26], [2.08, 0.24, -1.91], [-0.54, -1.14, 2.56], [-1.28, -1.55, 5.26], [-2.79, 0.58, -0.79], [4.42, -2.00, -1.33], [-0.05, -2.61, -1.27], [-0.71, -3.61, -1.97], [2.70, -1.30, 0.19], [-2.89, -0.76, -2.81], [-1.95, 3.95, 0.57], [-4.05, 0.09, -0.45], [-4.15, -1.22, -2.45], [-0.70, -0.14, 3.48], [1.76, 3.45, -0.02], [3.55, 0.45, -2.24], [-1.96, -4.04, -1.56], [-1.56, 3.22, -1.89], [-0.77, 4.81, -1.77], [-2.40, -2.00, 1.10], [-3.37, 3.03, -0.82], [-2.33, 4.92, 0.23], [1.30, 0.25, -2.67], [2.27, -0.74, 2.23], [3.79, 0.98, -3.16], [-0.24, -4.06, -2.83], [-3.55, -3.76, -0.15], [-1.84, 3.99, 1.65], [0.19, 3.33, -1.95], [-1.57, -1.71, 6.29], [-2.47, -4.82, -2.10], [-1.29, -3.63, 4.75], [4.69, -1.55, 1.18], [-3.67, 2.68, 0.88], [0.67, 5.32, 0.13], [-1.17, 0.59, 5.46], [0.54, 4.30, 1.57], [2.07, 3.72, -1.03], [2.62, 3.63, 0.63], [0.91, -2.27, -1.63], [5.74, 0.44, -0.11], [-0.63, -3.28, 2.42]],
  "lowdin_charge": [1.198, 0.751, 0.948, 0.163, 0.097, 0.231, 0.245, 0.172, 0.138, 0.130, 0.154, 0.091, 0.033, -0.189, -0.166, -0.353, 0.126, -0.265, -0.159, -0.031, -0.263, 0.017, -0.153, -0.051, -0.304, -0.076, -0.278, -0.113, -0.255, -0.280, -0.082, -0.025, -0.103, -0.153, -0.135, -0.013, -0.344, -0.037, -0.176, -0.061, -0.065, -0.046, -0.267, -0.138, -0.154, -0.150, -0.133, -0.513, -0.168, 0.003, -0.043, 0.084, 0.120, 0.111, 0.132, 0.144, 0.137, 0.155, 0.183, 0.119, 0.125, 0.113, 0.090, 0.125, 0.123, 0.123, 0.191, 0.131, 0.143, 0.119, 0.120, 0.126, 0.136, 0.093, 0.186, 0.117],
  "e_lumo_ha": -0.2441,
  "multiplicity": 1,
  "total_charge": 2,
  "homo_ev": -13.809
}

***

No. 4
{
  "formula": "C19H46BBr3IN11O10P",
  "method": "ωB97M-V/def2-TZVPD",
  "elements": ["I", "Br", "Br", "Br", "P", "O", "O", "O", "O", "O", "O", "O", "O", "O", "O", "N", "N", "N", "N", "N", "N", "N", "N", "N", "N", "N", "C", "C", "C", "C", "C", "C", "C", "C", "C", "C", "C", "C", "C", "C", "C", "C", "C", "C", "C", "B", "H", "H", "H", "H", "H", "H", "H", "H", "H", "H", "H", "H", "H", "H", "H", "H", "H", "H", "H", "H", "H", "H", "H", "H", "H", "H", "H", "H", "H", "H", "H", "H", "H", "H", "H", "H", "H", "H", "H", "H", "H", "H", "H", "H", "H", "H"],
  "xyz": [[1.95, 1.89, -2.27], [-2.60, -3.12, -0.60], [1.34, -1.59, -3.00], [-4.42, -1.01, -4.41], [-2.39, -1.37, -3.53], [-1.13, -3.61, 4.66], [-1.40, -0.59, -4.59], [-7.75, -2.91, -1.78], [10.06, 4.46, 0.62], [3.12, 4.47, 1.87], [6.42, 1.05, -0.84], [-0.96, 0.20, -2.13], [-7.24, -0.14, -5.93], [-0.49, -1.61, -0.87], [-1.40, -1.56, 1.70], [8.01, 1.10, 0.78], [0.77, -4.84, 4.59], [11.64, 4.50, 2.25], [7.84, 2.82, -0.75], [4.63, 3.64, 0.38], [5.34, 4.72, 2.29], [11.47, 6.22, 0.72], [-9.41, -0.79, -6.06], [-5.90, -1.71, -1.33], [-8.11, -1.37, -4.24], [-1.13, -5.67, 5.61], [3.75, -0.27, -0.61], [4.28, 4.29, 1.53], [-1.82, -0.63, 0.71], [-4.58, 0.92, -1.43], [7.36, 1.61, -0.31], [-6.72, -2.86, -1.23], [-8.19, -0.72, -5.44], [-5.18, 0.39, -0.11], [-6.26, -4.07, -0.44], [-3.06, 0.89, -1.63], [10.99, 5.02, 1.16], [-5.64, -1.08, -0.04], [-1.82, -1.30, -0.66], [1.21, 0.43, -0.84], [-2.23, -0.38, -1.89], [2.31, -0.36, -0.08], [-2.35, -1.74, 2.73], [-0.54, -4.63, 4.93], [-2.30, -0.68, 3.80], [0.17, -0.57, -1.65], [-2.79, -0.24, 1.03], [11.31, 3.62, 2.59], [-0.66, -6.52, 5.84], [-3.37, -1.87, 2.36], [-6.59, -1.09, 0.50], [4.31, -1.08, -0.14], [-4.56, 0.65, 0.74], [5.58, 3.50, 0.11], [1.23, -4.10, 4.09], [-8.88, -1.86, -3.82], [6.30, 4.58, 2.03], [8.61, 3.29, -0.32], [-4.97, -1.64, 0.61], [-1.85, 0.22, -4.86], [2.35, 0.03, 0.94], [5.13, 5.20, 3.14], [-4.83, 1.99, -1.40], [7.68, 0.22, 1.14], [-7.10, -4.75, -0.35], [-5.47, -4.60, -0.96], [-6.09, 0.98, 0.04], [-2.09, -5.55, 5.87], [12.24, 6.71, 1.15], [-5.02, -2.02, -1.74], [-1.35, -0.66, 4.33], [-10.20, -1.27, -5.68], [12.40, 4.95, 2.70], [1.28, -5.68, 4.80], [4.25, 0.64, -0.33], [2.02, -1.40, -0.03], [8.78, 1.56, 1.22], [-5.94, -3.77, 0.55], [3.83, -0.42, -1.68], [-2.62, 1.36, -0.75], [7.39, 3.23, -1.55], [0.67, 1.02, -0.11], [-3.06, -0.87, 4.56], [-2.10, -2.69, 3.22], [-7.23, -1.35, -3.75], [3.90, 3.30, -0.22], [-9.50, -0.32, -6.95], [-5.18, 0.54, -2.25], [-2.81, 1.56, -2.45], [-1.13, 0.20, 0.75], [11.02, 6.63, -0.08], [-2.48, 0.33, 3.43]],
  "lowdin_charge": [0.841, 0.811, 0.597, 0.379, 0.612, 0.034, -0.374, 0.114, 0.018, 0.020, 0.038, -0.125, -0.018, -0.122, -0.151, 0.153, 0.155, 0.154, 0.154, 0.178, 0.133, 0.155, 0.133, 0.016, 0.159, 0.145, -0.198, -0.688, -0.180, -0.196, -0.686, -0.529, -0.692, -0.168, -0.009, -0.132, -0.669, -0.223, -0.684, -0.603, -0.518, -0.312, -0.305, -0.659, -0.075, -1.370, 0.097, 0.103, 0.086, 0.099, 0.118, 0.068, 0.090, 0.057, 0.112, 0.081, 0.078, 0.041, 0.066, 0.044, 0.099, 0.089, 0.104, 0.101, 0.074, 0.069, 0.099, 0.100, 0.094, 0.042, 0.071, 0.082, 0.094, 0.089, 0.013, 0.090, 0.080, 0.071, 0.027, 0.119, 0.107, 0.045, 0.071, 0.078, 0.035, 0.042, 0.092, 0.042, 0.119, 0.136, 0.108, 0.069],
  "e_lumo_ha": 0.0458,
  "multiplicity": 1,
  "total_charge": -1,
  "homo_ev": -4.903
}

***

Summary of E_tot in Ha
-3404.4372; -2340.9702; -3403.0325; -10492.6184
(order as listed above)
Summary of F_max in eV/A
2.425; 1.011; 0.681; 3.785
(order as listed above)